(1)
Computed, not measured: an isolated molecule of C4H6O4 in a non-equilibrium geometry, with ωB97M-V with the def2-TZVPD basis set.

Relative energy (zero: lowest compared OMol25 entry of this formula, charge and spin)   2.4 kcal/mol
Gap between HOMO and LUMO   11.3 eV
HOMO energy   -10.7375 eV
Lowest unoccupied orbital energy   0.022 hartree
Energy   -457.017047 hartree

Structure (ORCA input):
```
! RIJCOSX wB97M-V def2-TZVPD def2/J DEFGRID3
* xyz 0 1
O 2.14 -1.15 -0.74
C 1.38 -1.28 0.18
O 1.40 -2.38 0.97
C 0.35 -0.30 0.66
C -0.51 0.17 -0.55
C -1.14 1.49 -0.22
O -1.51 1.81 0.88
O -1.37 2.25 -1.29
H 2.13 -2.96 0.69
H 0.78 0.57 1.14
H -0.32 -0.83 1.33
H -1.34 -0.54 -0.55
H 0.06 0.23 -1.46
H -2.04 2.91 -1.06
*
```

---

(2)
Computed, not measured: a structure of composition C47H38N4O4P2RuS4 in a non-equilibrium geometry, with ωB97M-V with the def2-TZVPD basis set.

Expectation value of S²   6.04
Relative energy (zero: lowest compared OMol25 entry of this formula, charge and spin)   9.5 kcal/mol
Gap between HOMO and LUMO (alpha / beta)   6.1 / 4.4 eV
HOMO energy (alpha / beta)   -6.9836 / -6.9455 eV
Lowest unoccupied orbital energy (alpha / beta)   -0.032 / -0.094 hartree
Energy   -4704.180048 hartree

Structure (ORCA input):
```
! RIJCOSX wB97M-V def2-TZVPD def2/J DEFGRID3
* xyz 0 5
Ru 0.58 1.32 0.31
S 4.09 1.22 1.66
S 3.87 2.34 3.20
S 1.81 2.94 3.46
S 0.87 3.16 1.73
C -3.90 -4.45 0.23
C -2.38 -4.27 0.35
C -1.70 -5.65 0.51
C -2.08 -3.42 1.58
C -2.49 -3.80 2.86
C -2.22 -3.02 3.97
C -1.52 -1.83 3.83
C -1.09 -1.42 2.57
P 0.01 0.08 2.37
C -0.99 1.13 3.50
C -0.74 1.48 4.83
C -1.70 2.15 5.57
C -2.91 2.49 4.99
C -3.16 2.18 3.66
C -2.20 1.50 2.92
C 1.43 -0.81 3.12
C 1.87 -0.77 4.44
C 2.88 -1.63 4.85
C 3.45 -2.54 3.97
C 3.00 -2.59 2.65
C 2.00 -1.73 2.24
C -1.37 -2.23 1.49
O -0.87 -1.76 0.33
C -1.16 -2.39 -0.84
C -0.71 -1.69 -1.95
C -0.94 -2.25 -3.20
C -1.59 -3.47 -3.31
C -2.05 -4.12 -2.17
C -1.85 -3.59 -0.90
P 0.11 -0.05 -1.72
C 1.65 -0.41 -2.62
C 1.76 -0.48 -4.01
C 2.96 -0.85 -4.59
C 4.06 -1.16 -3.80
C 3.96 -1.09 -2.42
C 2.76 -0.72 -1.83
C -0.99 0.87 -2.87
C -0.52 1.76 -3.83
C -1.42 2.46 -4.64
C -2.79 2.28 -4.47
C -3.26 1.42 -3.49
C -2.36 0.72 -2.70
H -4.30 -4.96 1.11
H -4.15 -5.05 -0.65
H -4.39 -3.48 0.14
H -2.05 -6.15 1.41
H -0.62 -5.53 0.58
H -1.92 -6.28 -0.35
H -3.03 -4.73 2.99
H -2.54 -3.34 4.95
H -1.31 -1.21 4.70
H 0.21 1.26 5.29
H -1.49 2.40 6.60
H -3.67 3.01 5.57
H -4.09 2.46 3.20
H -2.39 1.28 1.88
H 1.46 -0.07 5.15
H 3.23 -1.59 5.88
H 4.24 -3.20 4.30
H 3.43 -3.29 1.95
H 1.66 -1.75 1.21
H -0.62 -1.73 -4.10
H -1.77 -3.91 -4.28
H -2.57 -5.06 -2.28
H 0.91 -0.23 -4.64
H 3.03 -0.91 -5.67
H 4.99 -1.44 -4.26
H 4.82 -1.31 -1.80
H 2.68 -0.64 -0.76
H 0.54 1.95 -3.95
H -1.05 3.15 -5.39
H -3.48 2.82 -5.10
H -4.32 1.30 -3.33
H -2.73 0.06 -1.92
O 1.37 4.46 -2.23
C 0.32 4.23 -1.70
C -0.88 5.18 -1.71
C -2.02 4.36 -1.09
C -1.32 3.10 -0.64
O -1.82 2.17 -0.01
N -0.03 3.06 -1.01
H -1.08 5.51 -2.72
H -0.61 6.05 -1.11
H -2.80 4.10 -1.80
H -2.49 4.84 -0.23
N 3.33 2.19 -2.72
C 3.39 2.57 -1.41
O 2.64 2.03 -0.53
C 4.40 3.52 -1.11
C 5.25 3.97 -2.14
N 5.93 4.30 -3.02
C 4.55 4.09 0.18
N 4.73 4.59 1.21
H 3.76 2.81 -3.40
H 2.49 1.75 -3.01
*
```

---

(3)
Computed, not measured: a structure of composition C34H41CoN6PS3, with ωB97M-V with the def2-TZVPD basis set.

Expectation value of S²   0.85
Relative energy (zero: lowest compared OMol25 entry of this formula, charge and spin)   0.0 kcal/mol
Gap between HOMO and LUMO (alpha / beta)   7.3 / 7.4 eV
HOMO energy (alpha / beta)   -6.9583 / -6.9666 eV
Lowest unoccupied orbital energy (alpha / beta)   0.014 / 0.015 hartree
Energy   -4567.401990 hartree

Structure (ORCA input):
```
! RIJCOSX wB97M-V def2-TZVPD def2/J DEFGRID3
* xyz 0 2
Co -0.01 -0.71 -0.10
C -2.31 -2.61 -1.10
N -0.93 -2.28 -1.51
C -1.00 -1.59 -2.82
C -1.93 -0.38 -2.77
N -1.53 0.58 -1.74
C -0.82 1.71 -2.35
C -2.54 1.09 -0.86
C -3.86 1.26 -1.27
C -4.80 1.83 -0.43
C -4.40 2.28 0.82
C -3.09 2.14 1.22
C -2.13 1.54 0.41
S -0.47 1.35 0.99
C -0.12 -3.48 -1.58
C -0.50 -4.51 -2.44
C 0.22 -5.68 -2.53
C 1.35 -5.84 -1.73
C 1.73 -4.83 -0.87
C 1.02 -3.62 -0.77
S 1.59 -2.41 0.36
H -2.89 -3.03 -1.93
H -2.82 -1.72 -0.73
H -2.28 -3.35 -0.31
H -1.37 -2.27 -3.59
H 0.01 -1.29 -3.10
H -2.95 -0.71 -2.62
H -1.91 0.10 -3.76
H -1.52 2.32 -2.94
H -0.03 1.34 -3.00
H -0.38 2.33 -1.57
H -4.16 0.94 -2.26
H -5.83 1.94 -0.76
H -5.12 2.75 1.49
H -2.78 2.49 2.20
H -1.38 -4.38 -3.05
H -0.09 -6.47 -3.20
H 1.93 -6.75 -1.78
H 2.61 -4.95 -0.25
N 1.37 0.12 -1.22
S 2.48 -0.68 -2.02
C 4.08 -0.23 -1.33
C 5.25 -0.34 -2.07
C 6.46 -0.04 -1.47
C 6.50 0.35 -0.14
C 5.33 0.45 0.59
C 4.11 0.16 0.00
C 2.67 0.08 -3.63
C 2.88 1.45 -3.78
C 2.97 1.98 -5.05
C 2.86 1.15 -6.17
C 2.66 -0.21 -6.01
C 2.56 -0.75 -4.73
H 1.54 1.12 -1.18
H 5.21 -0.63 -3.11
H 7.38 -0.12 -2.04
H 7.45 0.58 0.33
H 5.36 0.75 1.63
H 3.18 0.22 0.56
H 2.97 2.09 -2.91
H 3.12 3.05 -5.18
H 2.94 1.58 -7.16
H 2.58 -0.85 -6.87
H 2.39 -1.81 -4.59
C -2.91 -3.21 3.67
N -1.58 -3.76 3.44
C -0.66 -3.22 4.43
N -0.62 -1.76 4.46
C -1.98 -1.26 4.66
N -2.95 -1.75 3.68
C -2.68 -1.20 2.35
P -1.00 -1.67 1.72
C -1.11 -3.49 2.07
C -0.04 -1.22 3.23
H -3.25 -3.56 4.65
H -3.59 -3.58 2.91
H 0.34 -3.60 4.24
H -0.98 -3.57 5.41
H -1.97 -0.17 4.63
H -2.32 -1.58 5.65
H -2.74 -0.11 2.38
H -3.45 -1.55 1.65
H -0.13 -3.93 1.93
H -1.79 -4.00 1.39
H 0.00 -0.14 3.29
H 0.98 -1.60 3.11
*
```

---

(4)
Computed, not measured: a cluster of 3 separate species, C6H20NO2 in total in a non-equilibrium geometry, with ωB97M-V with the def2-TZVPD basis set.

Relative energy (zero: lowest compared OMol25 entry of this formula, charge and spin)   14.7 kcal/mol
Gap between HOMO and LUMO   11.7 eV
HOMO energy   -14.5001 eV
Lowest unoccupied orbital energy   -0.102 hartree
Energy   -445.591842 hartree

Structure (ORCA input):
```
! RIJCOSX wB97M-V def2-TZVPD def2/J DEFGRID3
* xyz 1 1
C -0.32 0.56 1.99
C -0.79 -0.01 0.63
C -0.94 1.27 -0.20
C -0.93 1.07 -1.73
C -1.70 -0.15 -2.22
C 0.53 1.18 -2.29
N 0.30 -0.92 0.13
H -0.86 1.45 2.33
H -0.41 -0.03 2.90
H 0.74 0.81 1.87
H -1.70 -0.59 0.79
H -0.34 2.13 0.10
H -1.93 1.73 0.00
H -1.38 1.96 -2.21
H -1.17 -1.10 -2.19
H -2.22 -0.02 -3.17
H -2.61 -0.29 -1.59
H 1.00 0.26 -2.67
H 0.53 1.86 -3.15
H 1.22 1.38 -1.46
H 0.69 -1.34 0.97
H -0.08 -1.65 -0.49
H 1.01 -0.52 -0.48
H 0.54 -3.45 2.59
H -0.43 -2.67 3.42
O 0.16 -2.57 2.64
H 2.79 1.01 1.01
H 3.74 0.23 0.02
O 2.83 0.34 0.31
*
```

---

(5)
Computed, not measured: a cluster of 2 separate species, C3H4F2O2S in total in a non-equilibrium geometry, with ωB97M-V with the def2-TZVPD basis set.

Relative energy (zero: lowest compared OMol25 entry of this formula, charge and spin)   95.8 kcal/mol
Gap between HOMO and LUMO   10.1 eV
HOMO energy   -9.6484 eV
Lowest unoccupied orbital energy   0.017 hartree
Energy   -864.910814 hartree

Structure (ORCA input):
```
! RIJCOSX wB97M-V def2-TZVPD def2/J DEFGRID3
* xyz 0 1
C -2.80 -0.10 0.82
C -2.43 -1.13 0.28
C 0.69 0.62 0.52
O 0.81 0.34 -2.02
O 2.98 -0.01 -0.86
F -2.68 1.06 1.39
F -2.44 -2.24 -0.36
S 1.67 0.98 -1.04
H 2.96 -0.83 -1.38
H 0.83 0.90 1.53
H -0.37 0.82 0.39
H 0.78 -0.43 0.73
*
```

---

(6)
Computed, not measured: an isolated molecule of C14H23NO3 in a non-equilibrium geometry, with ωB97M-V with the def2-TZVPD basis set.

Relative energy (zero: lowest compared OMol25 entry of this formula, charge and spin)   350.6 kcal/mol
Gap between HOMO and LUMO   8.9 eV
HOMO energy   -8.3284 eV
Lowest unoccupied orbital energy   0.021 hartree
Energy   -827.206782 hartree

Structure (ORCA input):
```
! RIJCOSX wB97M-V def2-TZVPD def2/J DEFGRID3
* xyz 0 1
C -1.33 -1.37 -3.42
C -2.19 -0.29 -3.18
C -2.02 0.66 -2.03
N -1.14 0.34 -1.15
C -0.18 1.03 -1.05
O 0.30 2.04 -1.78
C 1.05 0.63 -0.13
C 1.36 -1.02 0.07
O 2.45 -1.40 0.46
O 0.47 -1.73 -0.44
C 1.01 -3.31 -0.43
C 1.75 -3.68 -1.66
C 0.52 0.83 1.65
C -0.65 0.14 1.86
C -1.19 0.38 3.34
C -1.14 1.92 3.41
C 0.04 2.68 3.11
C 0.45 2.40 1.55
H -1.37 -2.24 -4.31
H -0.52 -1.47 -2.78
H -2.92 -0.22 -4.00
H -1.86 1.51 -2.56
H -2.82 0.93 -1.84
H -1.04 -0.66 -0.62
H 1.95 1.15 -0.17
H -0.02 -3.64 -0.66
H 1.29 -3.28 0.40
H 1.08 -3.16 -2.62
H 2.79 -2.99 -1.51
H 1.85 -4.64 -1.63
H 1.27 0.59 2.12
H -0.60 -0.95 1.84
H -1.70 0.49 1.19
H -1.99 -0.16 3.73
H -0.42 0.06 4.01
H -1.49 2.23 4.44
H -2.15 2.36 2.89
H -0.37 3.91 3.08
H 0.83 2.37 3.85
H -0.59 2.45 1.13
H 1.19 2.94 1.42
*
```

---

(7)
Computed, not measured: a structure of composition C17H16BClN6O9S6SbTc in a non-equilibrium geometry, with ωB97M-V with the def2-TZVPD basis set.

Relative energy (zero: lowest compared OMol25 entry of this formula, charge and spin)   30.0 kcal/mol
Gap between HOMO and LUMO (alpha / beta)   5.1 / 5.2 eV
HOMO energy (alpha / beta)   -8.2405 / -8.2900 eV
Lowest unoccupied orbital energy (alpha / beta)   -0.114 / -0.112 hartree
Energy   -4858.302003 hartree

Structure (ORCA input):
```
! RIJCOSX wB97M-V def2-TZVPD def2/J DEFGRID3
* xyz 0 1
Tc 0.02 -0.90 -0.53
C -1.94 3.56 0.92
N -0.50 3.36 1.03
C 0.42 4.36 0.94
C 1.60 3.85 1.38
N 1.39 2.54 1.76
B 2.49 1.89 2.69
N 1.99 0.60 3.38
C 1.32 0.56 4.58
C 1.25 -0.72 5.00
N 1.86 -1.48 4.04
C 2.09 -2.91 4.14
C 2.29 -0.66 3.06
S 3.05 -1.22 1.58
C 0.11 2.23 1.48
S -0.69 0.70 1.54
H -2.21 3.87 -0.09
H -2.25 4.33 1.62
H -2.45 2.64 1.16
H 0.17 5.35 0.60
H 2.56 4.30 1.49
H 2.68 2.68 3.58
H 3.47 1.65 2.04
H 0.96 1.46 5.05
H 0.83 -1.16 5.88
H 2.67 -3.13 5.03
H 2.63 -3.25 3.26
H 1.14 -3.44 4.17
O -2.00 2.51 -2.08
C -1.90 1.37 -1.58
O -0.73 0.83 -1.56
C -3.11 0.69 -1.07
C -4.32 1.34 -1.27
C -5.50 0.77 -0.85
C -5.50 -0.49 -0.27
C -4.32 -1.17 -0.09
C -3.05 -0.58 -0.43
O -1.98 -1.19 -0.11
N -4.40 -2.52 0.45
O -3.56 -3.34 0.10
O -5.36 -2.78 1.15
N -6.75 1.48 -1.02
O -7.78 0.90 -0.73
O -6.70 2.62 -1.46
H -4.32 2.29 -1.77
H -6.44 -0.95 0.03
S -0.34 1.97 -5.03
Sb 0.30 2.55 -2.97
S 2.18 -0.07 0.15
S 1.27 -0.89 -2.57
S 2.31 0.75 -2.77
Cl -0.64 -2.92 -1.87
C -0.53 -4.19 -0.65
C -0.12 -3.61 0.70
O -0.26 -4.32 1.67
O 0.42 -2.43 0.71
H 0.22 -4.90 -0.97
H -1.51 -4.65 -0.56
*
```

---

(8)
Computed, not measured: a cluster of 2 separate species, C5H10O2 in total in a non-equilibrium geometry, with ωB97M-V with the def2-TZVPD basis set.

Relative energy (zero: lowest compared OMol25 entry of this formula, charge and spin)   79.8 kcal/mol
Gap between HOMO and LUMO   9.1 eV
HOMO energy   -8.3002 eV
Lowest unoccupied orbital energy   0.031 hartree
Energy   -346.898229 hartree

Structure (ORCA input):
```
! RIJCOSX wB97M-V def2-TZVPD def2/J DEFGRID3
* xyz 0 1
C 2.10 0.02 -0.43
C 1.11 -0.39 0.60
C 0.20 -1.36 0.49
O -0.34 -1.86 -0.66
H 2.26 1.10 -0.49
H 1.85 -0.35 -1.43
H 3.02 -0.46 -0.09
H 1.28 0.01 1.59
H -0.12 -1.91 1.37
H -0.34 -1.16 -1.33
C -1.74 0.66 0.66
C -1.26 1.06 -0.69
O -0.15 1.23 -1.14
H -2.17 1.69 0.67
H -1.15 0.60 1.57
H -2.40 -0.24 0.59
H -2.15 1.36 -1.28
*
```

---

(9)
Computed, not measured: a structure of composition CH7NO in a non-equilibrium geometry, with ωB97M-V with the def2-TZVPD basis set.

Relative energy (zero: lowest compared OMol25 entry of this formula, charge and spin)   62.2 kcal/mol
Gap between HOMO and LUMO   10.2 eV
HOMO energy   -9.4946 eV
Lowest unoccupied orbital energy   0.026 hartree
Energy   -172.179073 hartree

Structure (ORCA input):
```
! RIJCOSX wB97M-V def2-TZVPD def2/J DEFGRID3
* xyz 0 1
C 1.31 -0.70 -0.03
H 1.49 1.10 0.91
H 1.45 1.00 -0.89
H 0.81 -1.28 -0.86
H 2.43 -0.56 -0.07
H 0.85 -1.01 0.98
H -1.18 0.00 0.55
H -2.60 0.88 -0.37
N 1.02 0.74 -0.01
O -2.29 -0.14 0.00
*
```

---

(10)
Computed, not measured: a cluster of 5 separate species, C22H32F12O13S in total in a non-equilibrium geometry, with ωB97M-V with the def2-TZVPD basis set.

Gap between HOMO and LUMO   10.7 eV
HOMO energy   -10.4552 eV
Lowest unoccupied orbital energy   0.010 hartree
Energy   -3432.236253 hartree

Structure (ORCA input):
```
! RIJCOSX wB97M-V def2-TZVPD def2/J DEFGRID3
* xyz 0 1
C -4.23 -1.29 -3.34
C -3.92 -1.61 -1.90
O -4.13 -0.84 -1.06
O -3.42 -2.83 -1.56
C -1.97 -2.78 -1.46
C -1.25 -3.33 -2.68
C -1.53 -4.80 -2.97
C -2.88 -5.09 -3.59
O -2.87 -4.87 -5.03
S -4.33 -5.05 -5.71
O -4.88 -6.29 -5.28
O -5.22 -3.90 -4.91
H -3.49 -1.73 -4.01
H -4.26 -0.21 -3.42
H -5.22 -1.70 -3.56
H -1.70 -1.72 -1.37
H -1.68 -3.28 -0.54
H -0.18 -3.25 -2.44
H -1.39 -2.68 -3.54
H -1.39 -5.39 -2.07
H -0.77 -5.16 -3.68
H -3.10 -6.15 -3.42
H -3.71 -4.53 -3.16
H -5.97 -3.68 -5.50
C -6.54 0.14 0.55
C -5.98 -0.15 1.93
O -6.90 0.23 2.97
C -7.93 -0.59 3.16
O -8.16 -1.59 2.56
C -8.80 -0.07 4.31
F -9.09 1.24 4.17
F -8.17 -0.22 5.49
F -9.96 -0.73 4.39
H -6.82 1.19 0.47
H -5.79 -0.09 -0.21
H -7.43 -0.45 0.35
H -5.08 0.44 2.09
H -5.70 -1.20 2.04
C -1.26 2.71 2.41
C -1.94 1.39 2.15
O -1.14 0.53 1.31
C -0.10 -0.06 1.90
O 0.22 0.05 3.04
C 0.62 -0.95 0.89
F 0.87 -0.30 -0.27
F -0.11 -2.03 0.58
F 1.80 -1.39 1.35
H -1.00 3.20 1.46
H -1.91 3.37 2.98
H -0.33 2.58 2.96
H -2.87 1.55 1.60
H -2.19 0.87 3.08
C 5.06 -1.72 1.04
C 5.68 -1.54 2.41
O 7.02 -1.02 2.32
C 7.13 0.27 2.04
O 6.22 1.02 1.87
C 8.62 0.66 2.01
F 9.34 -0.18 1.27
F 9.14 0.65 3.25
F 8.81 1.89 1.52
H 5.69 -2.36 0.42
H 4.08 -2.18 1.12
H 4.95 -0.77 0.52
H 5.76 -2.50 2.91
H 5.07 -0.90 3.05
C 6.79 3.86 0.05
C 7.72 5.05 -0.14
O 7.20 5.98 -1.11
C 6.21 6.76 -0.69
O 5.73 6.76 0.41
C 5.78 7.72 -1.81
F 5.58 7.06 -2.97
F 6.73 8.64 -2.04
F 4.65 8.35 -1.51
H 6.59 3.38 -0.90
H 7.23 3.14 0.73
H 5.84 4.18 0.46
H 8.67 4.70 -0.55
H 7.93 5.55 0.80
*
```

---

(11)
Computed, not measured: a structure of composition C10H13N2O6Pd in a non-equilibrium geometry, with ωB97M-V with the def2-TZVPD basis set.

Expectation value of S²   2.01
Gap between HOMO and LUMO (alpha / beta)   6.4 / 5.2 eV
HOMO energy (alpha / beta)   -11.0278 / -11.3947 eV
Lowest unoccupied orbital energy (alpha / beta)   -0.171 / -0.229 hartree
Energy   -1077.263752 hartree

Structure (ORCA input):
```
! RIJCOSX wB97M-V def2-TZVPD def2/J DEFGRID3
* xyz 1 3
O 0.02 -0.04 -7.02
C -0.48 -0.05 -5.96
Pd -1.15 -0.08 -2.69
O 1.79 -0.05 -3.75
C 0.61 -0.05 -3.67
C -3.22 -0.11 -2.64
O -4.23 -0.17 -2.08
C -1.14 -2.08 -2.52
O -0.98 -3.19 -2.21
C -1.20 1.93 -2.55
O -1.03 3.05 -2.28
H -2.63 -0.10 -3.78
C -1.84 0.27 1.64
N -0.53 0.19 2.25
C -0.42 0.31 3.70
C 0.48 0.02 1.32
O 0.14 -0.04 0.12
N 1.82 -0.10 1.61
C 2.43 -0.09 2.94
C 2.70 -0.27 0.48
H -2.58 0.45 2.40
H -2.08 -0.65 1.11
H -1.88 1.06 0.90
H -0.01 -0.59 4.16
H 0.21 1.15 4.00
H -1.40 0.47 4.12
H 2.04 -0.91 3.57
H 3.49 -0.23 2.83
H 2.25 0.86 3.46
H 2.46 -1.17 -0.06
H 2.63 0.56 -0.20
H 3.72 -0.34 0.85
*
```

---

(12)
Computed, not measured: a structure of composition C5H8O2 in a non-equilibrium geometry, with ωB97M-V with the def2-TZVPD basis set.

Relative energy (zero: lowest compared OMol25 entry of this formula, charge and spin)   122.8 kcal/mol
Gap between HOMO and LUMO   9.8 eV
HOMO energy   -8.8857 eV
Lowest unoccupied orbital energy   0.035 hartree
Energy   -345.609230 hartree

Structure (ORCA input):
```
! RIJCOSX wB97M-V def2-TZVPD def2/J DEFGRID3
* xyz 0 1
C -1.16 -0.08 1.50
C 0.49 0.20 0.59
C 1.05 -0.97 -0.06
O 0.26 -1.32 -1.24
C 1.13 -0.20 -1.32
C 0.32 0.97 -0.73
O -0.96 1.10 -1.28
H -1.28 0.01 2.58
H -1.50 -1.06 1.25
H -1.82 0.64 1.06
H 0.32 0.52 1.63
H 1.69 -1.75 0.31
H 1.92 -0.21 -2.06
H 0.79 1.95 -0.75
H -1.25 0.19 -1.47
*
```